This record from the OMol25 dataset describes C25H20BrN6O7PtS2 as an isolated structure in a non-equilibrium geometry. The level of theory is ωB97M-V/def2-TZVPD.

Summary:
total charge: -1
ΔE to the lowest compared entry with this formula, charge and spin: 103.42 kcal/mol
gap between HOMO and LUMO: 0.18956 Eh
multiplicity: 1
electronic energy: -5309.52822 a.u.
highest occupied orbital energy: -5.35 eV

```
62
Properties=species:S:1:pos:R:3:lowdin_charge:R:1
Pt 0.629 0.060 -0.116 0.96
O 1.443 -1.675 1.881 -0.28
S 2.420 -0.679 2.198 0.54
O 3.379 -1.043 3.198 -0.25
O 2.925 0.069 1.073 -0.32
C 1.193 0.806 3.280 -0.35
C 1.441 0.414 4.639 0.00
C 2.497 0.926 5.323 -0.06
C 3.280 1.932 4.750 0.00
C 2.942 2.490 3.525 -0.02
C 1.871 2.002 2.808 -0.16
S 1.257 2.999 1.435 0.46
O 2.099 4.170 1.443 -0.31
O -0.102 3.217 1.861 -0.29
O 1.406 2.223 0.186 -0.43
H 0.821 -0.370 5.056 0.14
H 2.723 0.567 6.319 0.12
H 4.132 2.319 5.295 0.12
H 3.462 3.350 3.124 0.12
Br -5.078 1.441 1.538 0.74
C -3.523 2.086 0.671 -0.66
C -3.374 3.438 0.420 -0.10
C -2.244 3.845 -0.265 -0.05
C -1.316 2.894 -0.652 -0.15
N -1.455 1.598 -0.389 0.04
C -2.549 1.194 0.261 -0.17
H -4.125 4.143 0.751 0.10
H -2.069 4.893 -0.474 0.11
H -0.421 3.178 -1.192 0.12
H -2.648 0.126 0.434 0.10
N 1.949 -1.116 -1.374 0.08
C 2.468 -2.111 -1.046 -0.18
C 3.085 -3.319 -0.775 -0.26
C 4.164 -3.422 0.148 -0.24
N 5.054 -3.554 0.874 0.13
C 2.678 -4.481 -1.496 -0.24
N 2.365 -5.427 -2.082 0.11
O -2.142 -0.520 3.242 0.17
C -1.102 -0.020 3.060 -0.29
N -0.087 0.547 2.760 0.15
C 0.634 -0.755 -4.206 -0.11
N -0.710 -0.210 -4.298 -0.26
C -1.585 -1.051 -5.084 -0.12
C -1.261 0.252 -3.022 -0.18
C -1.577 -0.842 -2.006 -0.24
C -2.738 -1.592 -2.193 -0.07
C -3.037 -2.690 -1.397 -0.10
C -2.146 -3.067 -0.404 -0.09
C -1.023 -2.287 -0.157 -0.11
C -0.750 -1.151 -0.918 -0.25
H 1.048 -0.845 -5.214 0.08
H 0.666 -1.746 -3.728 0.08
H 1.262 -0.088 -3.618 0.07
H -1.138 -1.199 -6.070 0.08
H -2.554 -0.560 -5.215 0.08
H -1.759 -2.045 -4.639 0.08
H -2.173 0.813 -3.251 0.12
H -0.531 0.929 -2.591 0.09
H -3.432 -1.299 -2.974 0.10
H -3.952 -3.248 -1.559 0.09
H -2.333 -3.951 0.196 0.10
H -0.359 -2.560 0.654 0.08
```